The following is a DFT calculation (ωB97M-V with the def2-TZVPD basis set) of a cluster of 2 separate species, C3H6ClNO in total at a distorted geometry.

Bonds (Å) are listed after each position.
Positions of all 12 atoms, in Å:
1 C -1.206 -0.724 -0.216  C3 1.480, N4 1.233, Cl6 1.788
2 C 0.510 1.134 -0.567  C3 1.436, H7 1.113, H8 1.234, H9 1.126
3 C 0.130 -0.127 0.005  C1 1.480, C2 1.436, O5 1.333
4 N -1.364 -1.942 -0.322  C1 1.233, H11 1.027
5 O 1.047 -1.093 -0.055  C3 1.333, H12 0.941
6 Cl -2.491 0.469 0.136  C1 1.788
7 H -0.277 1.922 -0.544  C2 1.113
8 H 1.580 1.495 -0.071  C2 1.234
9 H 0.700 0.857 -1.642  C2 1.126
10 H -0.260 -0.042 1.730  no bonds
11 H -2.140 -2.549 -0.034  N4 1.027
12 H 0.590 -1.915 -0.082  O5 0.941

Computed properties:
- E (eV) = -19265.033
- E_HOMO (eV) = -9.174
- LUMO energy (eV) = -0.110
- gap between HOMO and LUMO (eV) = 9.06
- ΔE to the lowest compared entry with this formula, charge and spin (kcal per mole) = 86.10